[1]
C38H38Cl2FN5O5Zr | wB97M-V/def2-TZVPD

Geometry as XYZ:
```
90
C38H38Cl2FN5O5Zr (wB97M-V/def2-TZVPD)
Zr -2.6937 -0.2263 0.1373
F 5.0258 -2.8469 0.0011
C 4.4947 -1.6409 -0.2811
C 3.1384 -1.5117 -0.2959
C 2.5523 -0.2711 -0.5418
C 1.0996 -0.1337 -0.5133
O 0.3206 -1.0549 -0.2453
C 0.6070 1.1981 -0.7845
C 1.4504 2.2324 -0.9742
N 2.7989 2.0883 -1.0173
C 3.6345 3.2680 -1.1230
C 3.2541 4.3497 -2.0798
C 4.4524 3.4947 -2.3605
C 3.3727 0.8392 -0.7807
C 4.7627 0.6752 -0.7817
C 5.3489 -0.5542 -0.5246
N 6.7572 -0.6761 -0.5374
C 7.5636 0.2752 0.2167
C 8.7603 0.6831 -0.6477
N 9.0805 -0.4697 -1.5714
C 8.8983 -1.7833 -0.8629
C 7.3981 -1.9900 -0.6049
C -0.8671 1.2259 -0.6225
O -1.3780 1.5681 0.4726
O -1.5956 0.5972 -1.4738
H 2.5082 -2.3663 -0.0839
H 1.0942 3.2432 -1.1152
H 4.0681 3.5710 -0.1777
H 3.3953 5.3711 -1.7575
H 2.3910 4.1946 -2.7138
H 5.4380 3.9241 -2.2371
H 4.3615 2.7723 -3.1617
H 5.3934 1.5231 -1.0095
H 7.9047 -0.1661 1.1597
H 6.9879 1.1584 0.4730
H 9.6470 0.8856 -0.0514
H 8.5476 1.5444 -1.2760
H 10.0257 -0.3781 -1.9426
H 8.4349 -0.4397 -2.3613
H 9.4785 -1.7190 0.0541
H 9.3097 -2.5775 -1.4789
H 7.2922 -2.5773 0.3090
H 6.9540 -2.5579 -1.4197
C -4.6820 -0.8400 -0.6315
H -4.9297 -1.8937 -0.4764
H -4.6414 -0.7006 -1.7223
H -5.5307 -0.2554 -0.2729
Cl -3.3027 2.1971 4.6721
C -3.5858 3.0467 3.1977
C -3.6556 4.4301 3.2031
C -3.8960 5.1073 2.0193
C -4.0423 4.4136 0.8274
C -3.9552 3.0385 0.8511
Cl -4.0862 2.1441 -0.6350
C -3.7459 2.3269 2.0194
N -3.7123 0.8792 2.0229
C -5.0105 0.2595 2.3963
C -6.1571 1.0363 2.4283
C -7.3751 0.4778 2.7817
C -7.4431 -0.8611 3.1249
C -6.2920 -1.6289 3.0908
C -5.0612 -1.1013 2.7163
C -3.9046 -2.0890 2.6190
C -2.5278 -1.4850 2.8124
O -2.0895 -1.2305 3.8960
O -1.8845 -1.1692 1.6657
H -3.5320 4.9637 4.1356
H -3.9654 6.1873 2.0219
H -4.2200 4.9318 -0.1055
H -3.0727 0.6499 2.7882
H -6.1104 2.0886 2.1816
H -8.2614 1.0980 2.8005
H -8.3833 -1.3071 3.4207
H -6.3432 -2.6791 3.3565
H -3.9505 -2.5869 1.6467
H -4.0392 -2.8490 3.3854
N -2.1132 -2.2747 -0.9186
C -2.9458 -3.1204 -1.7425
C -3.5886 -4.2088 -1.1801
C -4.4196 -4.9945 -1.9666
C -4.6038 -4.6915 -3.3084
C -3.9512 -3.5989 -3.8623
C -3.1213 -2.8097 -3.0802
H -1.7075 -2.7981 -0.1469
H -1.3105 -1.9381 -1.4505
H -3.4393 -4.4476 -0.1314
H -4.9222 -5.8466 -1.5277
H -5.2494 -5.3068 -3.9207
H -4.0889 -3.3581 -4.9088
H -2.6183 -1.9481 -3.5058
```

- HOMO (eV) = -12.62
- total charge = +2
- electronic energy (hartree) = -3187.79473

Atomic partial charges in e from the Mulliken method, atoms 1 to 4:
1. Zr 0.280
2. F -0.330
3. C 0.474
4. C -0.527

---

[2]
C38H39As2FIrNS2SiTe | wB97M-V/def2-TZVPD

Geometry as XYZ:
```
86
C38H39As2FIrNS2SiTe (wB97M-V/def2-TZVPD)
Ir -0.5228 0.6006 0.1690
C -4.9766 -2.3532 -4.6849
Si -3.4822 -1.3221 -4.2421
C -2.0951 -1.6801 -5.3716
C -4.0119 0.4683 -4.2857
C -2.9829 -1.7024 -2.4292
C -3.6379 -2.6544 -1.6734
C -3.5233 -2.7282 -0.2875
C -2.7568 -1.7664 0.3557
N -2.0363 -0.8981 -0.3688
C -2.1070 -0.8906 -1.6966
S -0.9430 0.1818 -2.4114
H -5.4466 -2.0213 -5.6092
H -5.7176 -2.2732 -3.9003
H -4.7378 -3.3967 -4.7679
H -2.3423 -1.5548 -6.4363
H -1.7885 -2.6985 -5.2252
H -1.2199 -1.0556 -5.1123
H -4.5080 0.5955 -5.2451
H -3.1539 1.1452 -4.2038
H -4.7115 0.6529 -3.4747
H -4.2845 -3.3545 -2.1610
H -4.0701 -3.4908 0.2465
H -2.6866 -1.6589 1.4294
C 3.0437 -0.5960 0.5137
C 3.0418 0.8305 -0.0347
As 1.5417 1.8408 0.6848
C 1.9982 1.9293 2.5752
C 0.9737 1.9958 3.5122
C 1.2753 2.0395 4.8792
C 2.5913 2.0144 5.3126
C 3.6243 1.9726 4.3732
C 3.3162 1.9341 3.0237
C 2.1428 3.6103 0.0706
C 2.2771 3.7928 -1.3002
C 2.8799 4.9613 -1.7916
C 3.3370 5.9360 -0.9310
C 3.1982 5.7505 0.4486
C 2.5816 4.6182 0.9363
As 1.4222 -1.5144 -0.0735
C 0.8338 -2.3803 1.5652
C 0.4596 -3.7170 1.6013
C -0.0024 -4.2556 2.7997
C -0.1363 -3.4796 3.9473
C 0.1786 -2.1245 3.8751
C 0.6904 -1.5951 2.6933
C 2.1827 -3.1166 -0.9616
C 1.8062 -3.4451 -2.2472
C 2.4040 -4.5031 -2.9175
C 3.3505 -5.2804 -2.2749
C 3.7209 -4.9584 -0.9805
C 3.1393 -3.8869 -0.3235
H 3.1149 -0.6553 1.6063
H 3.9168 -1.1655 0.1248
H 2.8617 0.8244 -1.1124
H 3.9803 1.3508 0.1682
H -0.0644 1.9348 3.1644
H 0.4523 2.1219 5.5840
H 2.8265 2.0983 6.3734
H 4.6481 2.0319 4.7067
H 4.1058 1.8671 2.2950
H 1.9301 3.0395 -1.9791
H 2.9963 5.0955 -2.8626
H 3.8176 6.8246 -1.3070
H 3.5651 6.4792 1.1634
H 2.5011 4.4755 2.0030
H 0.5526 -4.3108 0.7164
H -0.2732 -5.2926 2.8392
H -0.5502 -3.9318 4.8460
H 0.0280 -1.4797 4.7461
H 0.9349 -0.5361 2.6747
H 1.0848 -2.8382 -2.7770
H 2.1345 -4.6915 -3.9480
H 3.8379 -6.0846 -2.8110
H 4.4996 -5.5220 -0.4812
H 3.4505 -3.6503 0.6930
Te -2.6260 2.1776 -0.8376
C -3.5316 3.3695 0.5813
C -3.2514 3.4964 1.9217
C -4.0256 4.5042 2.5443
C -4.8818 5.1236 1.6540
S -4.7333 4.4766 0.0845
H -2.5640 2.8201 2.4154
H -3.9512 4.7752 3.6084
H -5.5284 5.9767 1.8341
F -1.3878 0.7774 2.1787
```

- HOMO (spin up / spin down) (eV) = -6.21 / -7.56
- expectation value of S² = 6.03
- 2S+1 = 5
- electronic energy (hartree) = -7555.75531

Atomic partial charges in e from the Mulliken method, atoms 1 to 4:
1. Ir 1.448
2. C -1.197
3. Si 0.147
4. C -0.934

---

[3]
C38H39AsBrFeN7O2S | wB97M-V/def2-TZVPD

Geometry as XYZ:
```
90
C38H39AsBrFeN7O2S (wB97M-V/def2-TZVPD)
Fe 0.9814 -0.9998 0.5917
O -0.2291 -4.6692 -0.1449
C -0.5890 -4.7062 -1.4645
C -1.1096 -5.8748 -1.9993
C -1.4724 -5.9169 -3.3367
C -1.3083 -4.8045 -4.1508
C -0.7878 -3.6385 -3.6101
C -0.4333 -3.5702 -2.2699
C 0.0238 -2.2707 -1.6475
O 0.9604 -2.4595 -0.6546
N -1.2050 -1.6190 -1.0847
N -0.9287 -0.8726 0.0223
C -1.8609 -0.2822 0.6709
C -1.5979 0.5687 1.8214
Br 0.1944 0.5782 2.4980
C -2.4924 1.3306 2.4595
C -3.8868 1.5788 2.0783
C -4.8529 1.6328 3.0856
C -6.1794 1.8737 2.7727
C -6.5542 2.0932 1.4533
C -5.5942 2.0834 0.4522
C -4.2667 1.8305 0.7604
H 0.3876 -3.8823 -0.1014
H -1.2110 -6.7431 -1.3613
H -1.8752 -6.8329 -3.7490
H -1.5790 -4.8470 -5.1967
H -0.6508 -2.7615 -4.2332
H 0.4041 -1.5858 -2.4182
H -2.0105 -2.2279 -0.9938
H -2.8997 -0.3865 0.3692
H -2.1688 1.8210 3.3728
H -4.5613 1.4739 4.1170
H -6.9208 1.9014 3.5600
H -7.5894 2.2921 1.2100
H -5.8739 2.2912 -0.5726
H -3.5190 1.8892 -0.0206
S 2.9238 -0.3463 -0.9119
C 2.6169 0.5424 -2.3928
C 3.4135 0.3297 -3.5185
C 3.2060 1.0865 -4.6617
C 2.1971 2.0409 -4.7132
C 1.3894 2.2452 -3.6036
C 1.6112 1.5051 -2.4516
As 0.5861 1.6060 -0.8319
C -1.0827 2.3644 -1.4968
C -1.9771 1.5060 -2.1338
C -3.1473 2.0009 -2.6947
C -3.4408 3.3546 -2.6113
C -2.5492 4.2162 -1.9865
C -1.3708 3.7267 -1.4389
C 1.4061 3.0684 0.1399
C 0.7024 3.7496 1.1301
C 1.3258 4.7378 1.8769
C 2.6614 5.0425 1.6485
C 3.3690 4.3596 0.6698
C 2.7447 3.3744 -0.0843
H 4.1869 -0.4269 -3.4939
H 3.8304 0.9171 -5.5296
H 2.0343 2.6136 -5.6163
H 0.5884 2.9744 -3.6355
H -1.7507 0.4482 -2.2250
H -3.8275 1.3263 -3.1996
H -4.3547 3.7405 -3.0441
H -2.7630 5.2760 -1.9374
H -0.6745 4.4133 -0.9760
H -0.3421 3.5202 1.3149
H 0.7678 5.2739 2.6340
H 3.1471 5.8162 2.2286
H 4.4078 4.5998 0.4833
H 3.2995 2.8501 -0.8528
C 4.3207 -2.4280 4.6675
N 4.1620 -1.8953 3.3190
C 5.1482 -0.9375 2.8319
C 2.9729 -1.9715 2.6712
N 2.6870 -1.2993 1.6074
N 2.0675 -2.8689 3.2145
C 0.8626 -3.2120 2.6407
N 0.3356 -4.3914 3.0720
N 0.2778 -2.4413 1.7995
H 5.3253 -2.2013 5.0087
H 4.2321 -3.5173 4.6879
H 3.6119 -1.9888 5.3734
H 6.0821 -1.1040 3.3592
H 4.8301 0.0968 2.9936
H 5.3395 -1.0916 1.7698
H 3.4341 -0.6742 1.3303
H 2.4022 -3.4695 3.9469
H 0.9688 -5.0845 3.4365
H -0.3862 -4.7804 2.4815
H -0.5531 -2.8808 1.4189
```

- HOMO (spin up / spin down) (eV) = -9.76 / -9.59
- expectation value of S² = 0.87
- 2S+1 = 2
- total charge = +1
- electronic energy (hartree) = -8476.68275

Atomic partial charges in e from the Mulliken method, atoms 1 to 4:
1. Fe -0.275
2. O -0.645
3. C 0.231
4. C -0.571

---

Values for ΔE to the lowest compared entry with this formula, charge and spin, eV, ordered as above
0.509; 0.000; 0.897